(1)
# C9H15Hg2O5

A molecular structure, C9H15Hg2O5 (ωB97M-V with the def2-TZVPD basis set, OMol25).

Structure (XYZ):
```
31
Properties=species:S:1:pos:R:3
C -0.2992 2.6809 1.2550
Hg 1.1133 0.7328 -5.5893
H 1.2579 3.9115 -0.7050
H -1.4338 -3.0999 3.1288
H -0.1749 3.5814 1.8564
H 1.8829 2.3220 1.0434
C -1.1828 -2.0721 1.2231
H -0.0415 -1.2904 -2.6535
C 0.7803 2.9345 -0.7796
C 0.2661 -0.2547 -2.5088
H 1.2898 2.3868 -1.5723
Hg -1.3820 2.4255 -4.1426
H -0.7769 -1.0654 1.1240
O -1.3377 2.8597 0.3043
C -0.6948 -2.5498 2.5462
O -0.0208 0.6146 -3.5720
H -2.2688 -1.9883 1.2642
H -0.3779 -1.7507 3.2165
C 0.4370 -3.5060 0.7243
C -0.7860 3.0368 -0.8586
O -0.5999 -2.7852 0.2088
H 1.3290 -2.9091 2.6348
H 0.4693 -4.4413 2.6116
O 1.1541 -4.2482 0.0256
O -1.3880 3.0998 -1.9572
C 0.9588 2.1942 0.4796
H 1.3104 -0.4307 -2.2507
H 0.8773 1.1334 0.2425
H -0.5169 1.9750 2.0565
H -0.2964 -0.0789 -1.5918
C 0.4518 -3.4183 2.2357
```

Values from the calculation:
expectation value of S²: 0.83
energy: -1034.15188 a.u.
Kohn-Sham gap (alpha / beta): 2.6 / 2.2 eV
total charge: +2
spin multiplicity: 2
lowest unoccupied orbital energy (alpha / beta): -11.8417 / -12.1790 eV

(2)
# C9H15N2

A gas-phase ion, C9H15N2 (charge +1) (ωB97M-V with the def2-TZVPD basis set, OMol25).

Structure (XYZ):
```
26
Properties=species:S:1:pos:R:3
H 0.8384 1.3760 -1.0957
H 2.7457 0.7958 1.5828
H 2.0401 -0.8387 -1.2427
C -1.0403 1.5079 -0.2890
H -3.0754 -0.5197 -0.7299
H -1.6843 0.8390 1.5879
C 2.5180 0.6419 0.5405
H 2.5833 1.5717 0.0670
H -2.7505 -1.3144 0.8949
C 1.0636 -1.4029 -1.0630
C -2.0907 0.8070 0.6262
N 0.2512 0.7173 -0.5247
C 1.0399 0.1953 0.6625
H -1.4034 1.6103 -1.2968
C -2.3570 -0.6599 0.1215
H 1.6452 -1.9650 1.0898
H 0.6173 0.6487 1.6137
H -3.1320 1.2638 0.6449
H -0.8234 2.4454 0.2720
C -1.0571 -1.2577 -0.1007
H -0.7272 -0.4301 -2.1521
N -0.3977 -1.7704 0.8368
H 3.3465 0.0631 0.2156
C -0.0879 -0.5333 -1.3139
H 0.9659 -2.4205 -1.4488
C 0.9718 -1.3707 0.5014
```

Values from the calculation:
SMILES: C[C@@H]1[C@@H]2C[C@H]3C(=N2)CCC[N@@H+]13
energy relative to the best compared isomer or geometry (same formula, charge and spin): 2.0816 eV
energy: -461.12333 a.u.
Kohn-Sham gap: 10.9 eV
total charge: +1
lowest unoccupied orbital energy: -3.0493 eV

(3)
# C9H15N2O

2 unconnected molecules or ions with the total composition C9H15N2O (ωB97M-V with the def2-TZVPD basis set, OMol25).

Structure (XYZ):
```
27
Properties=species:S:1:pos:R:3
H -1.1982 -2.6091 -1.4849
C -0.4202 0.6608 0.5152
C 0.7067 -2.0126 -0.0938
H -2.7138 -1.2313 0.2054
H 1.7314 -1.5357 -2.2098
C 0.2605 1.8174 0.1902
H -1.3512 -0.6631 1.9836
O -1.2661 0.4837 -1.7442
H 0.7904 0.0867 -2.6964
C -0.7814 -0.1745 -0.5874
H -0.3016 0.9841 3.9188
C -0.3377 1.1316 2.8759
H -1.8414 1.1909 -1.3589
C 0.2355 2.3896 2.5220
H 0.4877 2.1011 -0.8151
H -0.9571 -1.7362 -2.7281
C 0.5855 2.7523 1.2090
C 1.2706 -0.6043 -1.9491
H 1.8735 0.0482 -1.4372
N -0.4537 -2.2294 -2.0275
H 1.0878 3.7186 0.9736
H 0.6048 2.8566 3.4710
C -0.7239 0.3002 1.8507
H 1.7069 -1.5684 0.3564
N 0.1564 -1.1779 -1.1279
H -0.1077 -2.0516 0.6546
H 0.9565 -2.9274 -0.4663
```

Values from the calculation:
energy relative to the best compared isomer or geometry (same formula, charge and spin): 6.8486 eV
energy: -536.21358 a.u.
Kohn-Sham gap (alpha / beta): 8.2 / 8.8 eV
total charge: +1
lowest unoccupied orbital energy (alpha / beta): -4.4510 / -4.4780 eV

(4)
# C9H15N2O

3 unconnected molecules or ions with the total composition C9H15N2O (ωB97M-V with the def2-TZVPD basis set, OMol25).

Structure (XYZ):
```
27
Properties=species:S:1:pos:R:3
H 3.8765 0.4233 0.1588
H -3.7562 -1.4029 0.2474
C -2.7060 -1.2116 0.5363
C -0.9962 0.3284 -0.4211
C -0.5584 1.7008 -0.8571
H -2.3883 -3.4306 -0.1381
H -1.3891 2.4175 -1.1917
H 0.1182 2.2895 -0.1074
C -2.1802 0.1821 0.1823
C -0.9717 -2.1268 -1.0139
H 5.4891 0.8405 1.1296
H -2.6811 -1.2983 1.6813
H 6.1023 -0.5001 0.3629
O 0.8325 -0.5701 1.0334
C 1.8958 -0.1416 0.7021
H 0.1663 1.5613 -1.7091
H 5.6421 1.0564 -0.4493
C -2.9798 1.2776 0.8083
H 0.5374 -0.7398 -1.7280
H -3.3715 0.8919 1.7928
N 2.8905 0.4829 0.5124
N 5.4948 0.3745 0.3010
C -1.9208 -2.3716 -0.1618
C -0.4514 -0.8168 -1.0613
H -2.5031 2.2805 0.8443
H -0.3848 -2.9268 -1.5165
H -3.8070 1.4297 0.0622
```

Values from the calculation:
energy relative to the best compared isomer or geometry (same formula, charge and spin): 2.7967 eV
energy: -536.36249 a.u.
Kohn-Sham gap: 7.8 eV
total charge: +1
lowest unoccupied orbital energy: -5.2787 eV

(5)
# C9H15N2O

3 unconnected molecules or ions with the total composition C9H15N2O (ωB97M-V with the def2-TZVPD basis set, OMol25).

Structure (XYZ):
```
27
Properties=species:S:1:pos:R:3
H -1.3687 -2.1780 -0.9792
H -3.6772 -3.5801 -0.5303
H 1.7849 -1.7904 0.4438
C 0.7748 -2.0108 0.0062
H -1.1291 2.2030 -0.2893
C 1.4857 2.4196 1.8732
C 0.3908 1.7646 1.2143
O -0.8171 -1.8341 -1.6983
N 1.1692 -0.8680 -2.1603
H 0.6579 -0.9766 -3.1670
H 0.3559 3.5938 -1.6077
C -0.0821 2.4268 0.0641
H 0.1539 0.3733 2.8602
C 1.7637 3.9940 0.0313
N -2.7433 -3.6934 -0.9243
C 2.0697 3.5064 1.2977
H 2.7950 4.1200 1.8189
C 0.5765 3.4419 -0.5851
H -1.2463 0.3318 1.4741
H -2.7304 -4.0859 -1.8981
H -2.4056 -4.5545 -0.4878
C -0.3037 0.7892 1.9406
H 2.3748 4.8332 -0.4011
H 0.0566 -2.7694 0.4439
H 2.0586 2.0738 2.7963
H 2.2157 -0.7807 -2.1421
C 0.4615 -1.5746 -1.2125
```

Values from the calculation:
energy relative to the best compared isomer or geometry (same formula, charge and spin): 3.7868 eV
energy: -536.32610 a.u.
Kohn-Sham gap (alpha / beta): 4.6 / 4.6 eV
total charge: +1
lowest unoccupied orbital energy (alpha / beta): -6.2854 / -6.2866 eV

(6)
# C9H15N2S

2 unconnected molecules or ions with the total composition C9H15N2S (ωB97M-V with the def2-TZVPD basis set, OMol25).

Structure (XYZ):
```
27
Properties=species:S:1:pos:R:3
H 0.5499 -1.5756 -1.9018
H 3.6588 -0.6825 -0.0146
N 0.1301 -0.2797 1.4992
C 2.0587 0.8583 -1.3143
C 1.5488 -0.3418 -0.4535
C 1.4930 -1.6302 -1.3233
H 1.5244 -2.3843 -0.6695
C 2.6849 -0.5415 0.5454
C -3.1215 -0.3649 0.9470
H 0.8030 -0.7350 2.1264
H 1.9658 1.8464 -0.6366
N -1.3545 0.0505 -0.9491
H 2.7270 -1.5765 1.0365
H 2.9418 0.2102 1.3658
C 0.2977 -0.0706 0.2480
H -4.6416 0.0688 2.2963
H -0.7262 -0.0202 1.9155
C -2.7254 1.7076 -0.0698
H 1.4732 1.1847 -2.2263
H 2.4363 -1.4502 -1.9605
H -2.4786 2.6142 -0.6755
H -0.9867 0.7072 -1.6204
C -4.0576 0.4457 1.5335
C -2.3542 0.3920 -0.0797
H 3.0474 0.8625 -1.6211
H -2.8345 -1.3338 1.0603
S -4.0599 2.0387 0.9423
```

Values from the calculation:
energy relative to the best compared isomer or geometry (same formula, charge and spin): 3.6211 eV
energy: -859.23682 a.u.
Kohn-Sham gap (alpha / beta): 7.6 / 7.5 eV
total charge: +1
lowest unoccupied orbital energy (alpha / beta): -4.8032 / -4.8047 eV

(7)
# C9H15N2S4SbSiW

A molecular structure, C9H15N2S4SbSiW (ωB97M-V with the def2-TZVPD basis set, OMol25).

Structure (XYZ):
```
33
Properties=species:S:1:pos:R:3
H -0.5719 -1.8779 3.6168
C -2.3042 -2.3713 0.6408
Sb 3.8421 1.2627 1.3229
H -2.6324 -3.1181 1.3704
C -0.5483 0.2908 -0.8892
H 0.6044 0.9469 -4.4062
C 1.1927 0.8047 -2.3558
H -3.5055 -0.3609 3.1420
C -1.0651 0.4636 -3.1536
H -3.1545 -2.1587 -0.0074
C -0.3141 -1.2654 2.7464
H 2.8671 2.0966 -2.1058
H -1.5075 -2.8185 0.0437
H 0.5176 -1.8220 2.2844
H -2.5474 0.0016 -1.6203
N -0.6251 0.1159 0.5225
H -1.7691 0.4313 -3.9745
H -3.7414 0.5226 1.6396
H 0.0397 -0.3390 3.2380
H -2.5133 1.0601 2.7954
H 3.2773 0.3715 -2.1608
W 1.1843 0.4111 1.0632
S 2.8790 -0.9042 0.3014
N 0.7356 0.5597 -1.1211
S 5.8846 1.8334 0.8875
C -2.9855 0.1828 2.3488
S 2.3878 0.6767 3.1256
C 0.2642 0.7499 -3.3994
S 1.8885 2.5757 0.5880
C 2.6258 1.1412 -2.5780
H 2.8399 1.2257 -3.6398
Si -1.7304 -0.9095 1.5834
C -1.5148 0.2208 -1.8488
```

Values from the calculation:
energy relative to the best compared isomer or geometry (same formula, charge and spin): 1.5764 eV
energy: -2650.49686 a.u.
Kohn-Sham gap: 6.5 eV
total charge: +2
lowest unoccupied orbital energy: -9.5848 eV

(8)
# C9H15N3O

2 unconnected molecules or ions with the total composition C9H15N3O (ωB97M-V with the def2-TZVPD basis set, OMol25).

Structure (XYZ):
```
28
Properties=species:S:1:pos:R:3
H 0.1660 0.8725 -1.5980
H 2.6789 3.4796 -0.5917
C 2.0654 1.2078 -0.4908
H 0.1755 2.2591 -0.6839
C -2.8743 -3.6954 1.7740
H 3.7931 2.3426 -1.3038
H 2.4541 1.3534 0.5835
H -3.6954 -1.7870 2.6912
N -2.3981 -0.4022 0.9979
H 0.2050 -0.6453 0.2717
C 0.5162 1.2166 -0.6632
C -0.1069 0.3474 0.3688
H -1.6526 -4.7618 0.0891
H -1.9401 0.3931 -0.8859
H -0.9842 -2.2566 -0.6333
C -1.6273 -2.6366 0.2045
H -0.0328 0.6915 1.3426
O -1.3019 -1.7759 3.1730
H -1.9118 1.6117 0.5221
H 2.3749 2.5532 -2.1115
H 2.4981 0.2364 -0.7322
C -2.0376 -3.8821 0.6675
C 2.7994 2.4987 -1.0675
N -1.0508 -0.6387 3.1924
H -3.2434 -4.5420 2.2077
N -2.2965 -1.6695 0.9338
C -1.6376 0.5281 0.2209
C -2.9293 -2.3354 2.0179
```

Values from the calculation:
energy relative to the best compared isomer or geometry (same formula, charge and spin): 6.3049 eV
energy: -591.17743 a.u.
Kohn-Sham gap (alpha / beta): 7.7 / 7.2 eV
lowest unoccupied orbital energy (alpha / beta): 0.2215 / -0.6185 eV

(9)
# C9H15N3O2

A gas-phase ion, C9H15N3O2 (charge +2) (ωB97M-V with the def2-TZVPD basis set, OMol25).

Structure (XYZ):
```
29
Properties=species:S:1:pos:R:3
H 2.7109 1.4059 0.3349
C 0.8339 1.3609 0.2232
C -2.7383 0.8204 -0.5638
O 2.0933 -0.6512 0.1388
N 0.2730 -0.3697 -2.5639
H -0.2243 3.0013 0.7765
H 3.5923 -1.9681 -0.1272
H -0.4170 -2.3164 -1.0632
H -2.7962 0.7251 -1.6963
H -2.8491 -0.1864 1.4888
H 0.3638 -1.9090 1.5080
H -1.2676 -2.3092 1.9627
H 1.2607 3.2777 -0.3435
C -0.4610 0.5871 -0.2363
C -2.7157 -0.3703 0.4119
H 4.2351 -0.7697 0.5861
C 0.0518 0.1859 -1.5847
H 3.9156 -0.4273 -1.0907
C 0.7772 2.7891 0.5495
H -3.5360 -0.9786 -0.0321
H -3.5429 1.6328 -0.4870
N -1.0371 -2.1458 -0.3017
C -1.2653 -0.8583 0.3722
C -0.7303 -1.9685 1.1240
H -1.7981 -2.7053 -0.6343
N 1.9641 0.7496 0.2314
C 3.4632 -0.9689 -0.1438
O -1.4627 1.5030 -0.2295
H 1.3068 2.8641 1.3899
```

Values from the calculation:
SMILES: CO/[NH+]=C(/C)[C@]1(C#N)OCC[C@]12C[NH2+]2
energy relative to the best compared isomer or geometry (same formula, charge and spin): 3.2569 eV
energy: -665.81973 a.u.
Kohn-Sham gap: 10.4 eV
total charge: +2
lowest unoccupied orbital energy: -8.1710 eV